Molecular formula: C22H25BrCeNO
Method: DFT, the ωB97M-V functional and the def2-TZVPD basis

E_tot: -4032.16131 Ha
highest occupied orbital energy (alpha / beta): -11.8183 / -11.8184 eV

Structure (ORCA input):
```
! wB97M-V def2-TZVPD RIJCOSX def2/J DEFGRID3
* xyz 1 1
C 0.00697 0.83037 3.69657
C -0.95555 0.72225 2.65332
C -0.64297 -0.44039 1.87463
H -1.80779 1.37017 2.49277
C 0.50953 -1.05587 2.45848
C 0.91852 -0.26400 3.56435
H 0.95171 -2.00144 2.11736
C 1.10653 3.97622 1.06171
C -0.18469 3.49667 1.43972
C -0.70790 2.70380 0.38423
H -0.69723 3.72287 2.37169
C 0.20240 2.81912 -0.70660
C 1.35182 3.56989 -0.26733
H -1.24773 -0.84382 1.06877
H 1.77131 -0.47407 4.23180
H 0.01714 1.59969 4.47998
H 2.21841 3.83734 -0.87365
H -1.66749 2.21963 0.33559
H 1.74623 4.64153 1.65931
Ce 1.48800 1.06746 1.41944
C 0.19090 1.84506 -1.89814
C 1.25871 2.22686 -2.92560
C -1.18264 1.40901 -2.38093
H 1.03089 3.23624 -3.28751
H 1.30922 1.53561 -3.76632
H 2.23974 2.26165 -2.45724
H -1.74922 2.27137 -2.74316
H -1.75546 0.97704 -1.53918
H -1.11966 0.64294 -3.15836
C 0.83827 0.56635 -1.13694
C 1.80505 -0.62664 -1.25844
H -0.02371 0.13497 -0.54558
H 1.62048 1.23003 -0.64232
O 2.78319 -0.61662 -0.39225
N 1.23456 -1.76291 -1.96174
C 0.99857 -2.93399 -1.04557
H 1.74188 -2.01879 -2.83918
C -0.48597 -3.10625 -0.61064
C -0.81143 -3.93701 0.48049
H -0.01469 -4.44507 1.02113
C -2.16264 -4.12464 0.85388
H -2.39161 -4.78420 1.69263
C -3.18247 -3.48904 0.12109
H -4.23196 -3.66452 0.42456
C -2.86572 -2.67128 -0.94571
H -3.65570 -2.19758 -1.52981
C -1.50183 -2.46068 -1.31479
H -1.26711 -1.83664 -2.17863
H 1.58822 -2.75275 -0.11524
H 1.35882 -3.84581 -1.49258
Br 4.02611 1.43985 2.10996
*
```

=====

Molecular formula: C5H8Cl3
Method: DFT, the ωB97M-V functional and the def2-TZVPD basis

E_tot: -1575.80214 Ha
⟨S²⟩: 0.755
highest occupied orbital energy (alpha / beta): -10.5043 / -10.4230 eV

Structure (ORCA input):
```
! wB97M-V def2-TZVPD RIJCOSX def2/J DEFGRID3
* xyz 0 2
Cl 1.46380 1.10405 3.88979
Cl 0.72101 -0.11731 1.97211
H 0.01220 -1.86011 1.15362
C -0.03001 -0.93471 0.61545
C -1.30660 -0.13248 0.35108
C -0.81160 0.92460 -0.58866
C 0.38674 0.38424 -1.37054
C 0.96638 -0.72447 -0.55172
Cl 1.32704 -2.12785 -1.49158
H -2.05324 -0.78993 -0.06134
H -1.65188 0.27014 1.32768
H -1.61747 1.30411 -1.20194
H -0.48305 1.79473 -0.02335
H 0.08173 0.09918 -2.38680
H 1.09973 1.19016 -1.53637
H 1.89521 -0.38437 -0.09741
*
```

=====

Molecular formula: C42H89Hg2N7O8P
Method: DFT, the ωB97M-V functional and the def2-TZVPD basis

E_tot: -3286.81560 Ha
highest occupied orbital energy: -10.1337 eV

Structure (ORCA input):
```
! wB97M-V def2-TZVPD RIJCOSX def2/J DEFGRID3
* xyz 1 1
Hg -17.01960 -0.45682 -20.25202
Hg -16.50813 4.57078 -17.74374
P -17.00425 2.24769 -19.20546
O -15.59751 2.68464 -18.64385
O -17.24148 0.75296 -18.63153
O -17.17520 2.13991 -20.68942
O -17.97447 3.23659 -18.42300
C -12.01605 -0.68189 -20.91447
C -13.35845 -0.30359 -20.48385
N -14.40344 -0.09834 -20.05866
H -11.71754 -0.23647 -21.87347
H -11.93523 -1.75677 -20.84776
H -11.34613 -0.37450 -20.13674
C -12.74206 2.82979 -18.61608
C -13.30349 3.88538 -17.70185
N -13.74263 4.74371 -17.13443
H -13.57707 2.17198 -18.75540
H -11.88297 2.36124 -18.11302
H -12.39460 3.36579 -19.52611
C -20.93300 3.77981 -20.62488
C -20.98879 2.86126 -21.80818
N -21.05949 2.04728 -22.60706
H -21.88432 4.18303 -20.32485
H -20.37807 4.67545 -20.91439
H -20.42957 3.37841 -19.76618
C -17.53949 -1.69473 -15.91756
C -17.12674 -2.12519 -17.20662
N -16.85635 -2.41199 -18.28164
H -16.76272 -1.78370 -15.16217
H -18.44683 -2.17354 -15.51907
H -17.73510 -0.62553 -16.07017
C -19.67979 -0.80258 -22.17878
C -18.40106 -0.52954 -22.95295
N -17.16891 -1.15829 -22.33494
C -17.32510 -2.62635 -22.45597
C -16.45973 -3.47653 -21.55473
C -15.85201 -0.76879 -23.03340
C -15.68531 0.72387 -23.30365
H -20.01757 -1.82814 -22.01366
H -20.49817 -0.31259 -22.74467
H -19.69516 -0.16102 -21.28034
H -18.53728 -0.93393 -23.93524
H -18.29583 0.55051 -23.03608
H -18.30926 -2.86669 -22.20142
H -17.12575 -2.90545 -23.50967
H -16.59455 -3.19125 -20.53520
H -16.79677 -4.54757 -21.63443
H -15.41481 -3.49876 -21.77951
H -15.82680 -1.30084 -23.97014
H -15.06171 -1.18604 -22.37529
H -15.88456 1.33530 -22.42247
H -16.34420 1.15587 -24.07980
H -14.72582 0.98167 -23.73426
C -13.16270 -0.75029 -16.66755
C -11.77076 -1.01436 -15.97959
N -10.68068 -0.35128 -16.63102
C -9.40991 -1.05116 -16.42963
C -8.18628 -0.19968 -16.83947
C -10.56204 1.10069 -16.27071
C -10.25479 1.22012 -14.73492
H -13.94756 -1.10146 -15.99446
H -13.23511 -1.27199 -17.64684
H -13.26333 0.29756 -16.75257
H -11.83803 -0.68082 -14.90226
H -11.63737 -2.04438 -15.98986
H -9.29424 -1.40162 -15.38637
H -9.41045 -1.91436 -17.06025
H -8.01104 0.65353 -16.15823
H -7.30080 -0.81497 -16.80990
H -8.36698 0.14116 -17.85097
H -11.59458 1.50524 -16.36259
H -9.88488 1.60838 -16.93433
H -9.83807 2.17447 -14.44872
H -9.58194 0.47923 -14.32725
H -11.20329 1.08846 -14.16577
C -23.40809 -0.43015 -17.56345
C -23.68131 0.75314 -16.65401
N -22.47581 1.46122 -16.24479
C -22.84403 2.31983 -15.14093
C -23.11755 1.54292 -13.84251
C -21.86533 2.25402 -17.29463
C -20.50702 2.77647 -16.94592
H -24.33130 -0.99976 -17.73674
H -22.68169 -1.12922 -17.18868
H -23.04085 -0.12808 -18.55604
H -24.37200 1.44608 -17.15060
H -24.17446 0.33814 -15.73948
H -22.01543 2.95435 -14.89564
H -23.70123 3.03804 -15.33240
H -24.08693 1.06033 -13.68724
H -22.34056 0.78551 -13.61441
H -23.22260 2.31018 -13.05911
H -22.50941 3.09385 -17.55413
H -21.88477 1.63220 -18.21373
H -19.95956 3.30683 -17.74840
H -19.80022 1.95631 -16.69185
H -20.60975 3.48873 -16.11410
C -15.51986 1.27262 -14.63144
C -14.30406 2.16886 -14.54973
C -14.93725 3.50435 -14.39869
O -16.20595 3.39546 -15.20692
C -16.30843 2.03581 -15.64065
H -15.98524 1.14992 -13.69333
H -15.31017 0.22933 -15.02647
H -13.73738 2.06971 -15.50149
H -13.65699 1.94171 -13.72130
H -14.39274 4.40901 -14.76258
H -15.39094 3.70376 -13.43250
H -15.90967 1.97595 -16.65045
H -17.38808 1.79095 -15.63853
C -15.68450 8.50852 -20.47899
C -15.61233 7.33066 -21.52460
C -16.53024 6.27505 -20.87257
O -16.74526 6.63229 -19.46635
C -15.97106 7.77330 -19.15338
H -16.34067 9.31134 -20.79951
H -14.67587 9.01460 -20.42482
H -14.57938 7.06832 -21.65814
H -16.15432 7.54972 -22.50188
H -16.17518 5.28604 -20.85238
H -17.54332 6.28614 -21.24304
H -15.02198 7.51426 -18.65463
H -16.47282 8.37729 -18.40507
C -18.41007 3.67188 -25.06080
C -19.20638 4.78547 -25.70253
C -19.18815 5.97871 -24.62674
O -18.09374 5.63289 -23.84120
C -18.10436 4.18894 -23.63583
H -17.45982 3.40841 -25.55960
H -18.99185 2.78064 -24.95044
H -20.27780 4.48931 -25.84243
H -18.83025 5.06942 -26.68607
H -20.12839 5.90694 -24.12430
H -19.04800 6.94593 -25.11032
H -18.87355 3.98947 -22.91348
H -17.12926 3.87568 -23.25398
C -18.92200 6.02487 -14.52237
C -19.61389 6.95073 -15.53419
C -18.93032 6.47050 -16.79428
O -17.53231 6.28487 -16.41476
C -17.48322 6.28602 -14.96169
H -19.30654 5.02786 -14.68114
H -19.06207 6.26452 -13.42017
H -19.35190 7.99242 -15.28966
H -20.69477 6.87590 -15.61704
H -18.98166 7.17442 -17.64204
H -19.26269 5.46838 -17.05146
H -16.99261 7.15996 -14.52680
H -16.76200 5.50559 -14.65004
*
```